P:
{"formula": "C25H19FeN5O7S2", "method": "ωB97M-V/def2-TZVPD", "spin_multiplicity": 5, "lumo_energy_ev": [-1.47, -1.65], "s_squared": 6.0090, "elements": ["Fe", "N", "C", "C", "C", "C", "C", "C", "S", "N", "C", "C", "C", "C", "C", "C", "N", "H", "H", "H", "H", "H", "H", "H", "H", "H", "O", "C", "O", "C", "C", "C", "C", "C", "C", "N", "O", "O", "H", "H", "H", "H", "N", "C", "C", "C", "C", "C", "C", "S", "O", "O", "O", "H", "H", "H", "H", "H", "H"], "positions_angstrom": [[-0.3466, -0.9139, 0.5473], [0.7548, 2.9507, -0.8998], [-0.3227, 3.8662, -1.0002], [-0.1709, 5.0335, -1.7257], [-1.2308, 5.9242, -1.8311], [-2.4438, 5.6309, -1.2317], [-2.5976, 4.4474, -0.5218], [-1.5321, 3.5732, -0.3869], [-1.7096, 2.1123, 0.5879], [-0.4388, 1.1421, -0.0027], [0.5739, 1.6387, -0.6155], [1.6254, 0.6607, -1.0489], [2.6505, 0.9634, -1.9262], [3.5547, -0.0361, -2.2613], [3.4092, -1.2954, -1.7112], [2.3527, -1.5177, -0.8420], [1.4850, -0.5630, -0.5227], [1.6070, 3.2210, -1.3588], [0.7808, 5.2570, -2.1929], [-1.1026, 6.8429, -2.3862], [-3.2734, 6.3193, -1.3128], [-3.5442, 4.2119, -0.0520], [2.7590, 1.9471, -2.3589], [4.3609, 0.1742, -2.9505], [4.0946, -2.0967, -1.9448], [2.1879, -2.4862, -0.3871], [-1.9787, -1.4204, -0.6391], [-1.5927, -2.6302, -0.6488], [-0.5290, -2.9503, -0.0377], [-2.3835, -3.6627, -1.3699], [-3.4171, -3.2823, -2.2194], [-4.1662, -4.2448, -2.8790], [-3.8959, -5.5908, -2.6856], [-2.8624, -5.9394, -1.8343], [-2.0925, -5.0055, -1.1716], [-2.5699, -7.3738, -1.6214], [-3.2265, -8.1763, -2.2508], [-1.6905, -7.6545, -0.8353], [-3.6239, -2.2290, -2.3501], [-4.9663, -3.9496, -3.5436], [-4.4678, -6.3647, -3.1752], [-1.2858, -5.3102, -0.5225], [-0.3967, -0.8833, 2.6346], [0.6675, 0.0143, 3.0737], [0.3988, 1.0745, 3.9242], [1.4088, 1.9838, 4.1991], [2.6749, 1.8256, 3.6483], [2.9424, 0.7269, 2.8478], [1.9360, -0.1801, 2.5546], [3.9347, 3.0870, 3.8965], [3.8426, 3.3886, 5.3113], [5.1599, 2.4307, 3.4734], [3.4824, 4.1509, 3.0143], [-1.2857, -0.6192, 3.0491], [-0.2178, -1.8409, 2.9359], [-0.5958, 1.2134, 4.3342], [1.2250, 2.8369, 4.8391], [3.9449, 0.6109, 2.4573], [2.1433, -1.0430, 1.9275]]}



Q:
{"formula": "C25H19FeN5O7S2", "method": "ωB97M-V/def2-TZVPD", "spin_multiplicity": 5, "lumo_energy_ev": [-1.71, -1.77], "s_squared": 6.0087, "elements": ["Fe", "N", "C", "C", "C", "C", "C", "C", "S", "N", "C", "C", "C", "C", "C", "C", "N", "H", "H", "H", "H", "H", "H", "H", "H", "H", "O", "C", "O", "C", "C", "C", "C", "C", "C", "N", "O", "O", "H", "H", "H", "H", "N", "C", "C", "C", "C", "C", "C", "S", "O", "O", "O", "H", "H", "H", "H", "H", "H"], "positions_angstrom": [[-0.6166, -0.2697, -0.8768], [-0.3355, 1.7498, 3.0393], [-0.3411, 0.8617, 4.1443], [-0.2086, 1.3727, 5.4219], [-0.2094, 0.5212, 6.5194], [-0.3398, -0.8433, 6.3320], [-0.4750, -1.3536, 5.0463], [-0.4820, -0.5055, 3.9519], [-0.6680, -1.2005, 2.3378], [-0.5903, 0.1687, 1.3241], [-0.4375, 1.3657, 1.7425], [-0.4032, 2.4442, 0.6948], [-0.2716, 3.7908, 0.9845], [-0.2527, 4.7036, -0.0624], [-0.3583, 4.2440, -1.3601], [-0.4864, 2.8779, -1.5623], [-0.5186, 2.0047, -0.5601], [-0.1551, 2.7139, 3.2470], [-0.1062, 2.4433, 5.5632], [-0.1065, 0.9318, 7.5146], [-0.3365, -1.5160, 7.1786], [-0.5764, -2.4215, 4.8913], [-0.1771, 4.1536, 1.9979], [-0.1493, 5.7607, 0.1426], [-0.3405, 4.9198, -2.2032], [-0.5577, 2.4650, -2.5619], [0.9631, -1.5788, -0.2999], [1.7632, -0.7822, -0.8594], [1.3023, 0.1822, -1.5419], [3.2301, -0.9567, -0.7052], [3.7322, -2.1014, -0.0968], [5.1015, -2.2734, 0.0396], [5.9740, -1.3021, -0.4281], [5.4456, -0.1695, -1.0196], [4.0901, 0.0271, -1.1725], [6.3709, 0.8833, -1.5007], [7.5574, 0.6349, -1.4887], [5.8813, 1.9305, -1.8700], [3.0379, -2.8505, 0.2596], [5.4937, -3.1634, 0.5119], [7.0453, -1.4067, -0.3398], [3.7067, 0.9194, -1.6439], [-2.7210, 0.0874, -0.6387], [-3.1731, -0.7860, -1.7056], [-2.3451, -0.8675, -2.8234], [-2.6694, -1.6999, -3.8805], [-3.8302, -2.4601, -3.8133], [-4.6477, -2.3816, -2.6927], [-4.3260, -1.5393, -1.6340], [-4.3103, -3.4512, -5.2351], [-4.9669, -2.4723, -6.0823], [-5.1869, -4.4591, -4.6683], [-3.0408, -3.9389, -5.7434], [-3.2546, 0.0282, 0.2188], [-2.7351, 1.0582, -0.9377], [-1.4436, -0.2378, -2.9064], [-2.0441, -1.7789, -4.7602], [-5.5394, -2.9950, -2.6718], [-4.9613, -1.4820, -0.7570]]}



Stability check: which of them is most stable? P.



P:
{"formula": "C4H11N2O2", "method": "ωB97M-V/def2-TZVPD", "lumo_energy_ev": -3.05, "charge": 1, "elements": ["C", "C", "C", "N", "C", "N", "H", "H", "H", "H", "H", "H", "H", "H", "H", "O", "H", "H", "O"], "positions_angstrom": [[1.4901, -0.8421, -0.8178], [0.6859, -0.6559, 0.3676], [-0.2713, -1.4420, 0.9170], [-0.6635, -0.7885, 2.0900], [-0.0428, 0.4177, 2.1800], [0.7186, 0.5085, 1.1093], [2.1029, -1.7315, -1.0340], [2.2246, -0.0104, -1.0187], [0.9417, -0.9747, -1.7918], [-0.6465, -2.3938, 0.4449], [-1.5213, -1.1095, 2.4919], [-0.1825, 1.1447, 2.9444], [1.4814, 1.1477, 0.9877], [-1.3368, 0.7185, -2.4458], [-2.4233, -0.3769, -2.1276], [-1.6270, 0.0553, -1.8117], [-0.4279, 2.8920, -0.8234], [-0.5948, 1.3611, -0.8126], [0.0926, 2.0798, -0.8493]]}



Q:
{"formula": "C4H11N2O2", "method": "ωB97M-V/def2-TZVPD", "lumo_energy_ev": -3.49, "charge": 1, "elements": ["C", "C", "C", "C", "N", "N", "O", "O", "H", "H", "H", "H", "H", "H", "H", "H", "H", "H", "H"], "positions_angstrom": [[1.0828, 1.6401, -0.0145], [1.0958, -0.7193, 0.3321], [-0.4167, -0.3592, 0.4399], [-2.3400, 0.0806, -0.9097], [-0.9206, -0.3022, 1.6406], [1.7312, 0.3819, -0.6079], [1.3969, -1.9767, -0.1069], [-0.9978, -0.5748, -0.7237], [1.2290, 2.3442, -0.7932], [1.7382, 2.0102, 0.9233], [1.5445, -0.5730, 1.3009], [-2.5038, -0.3799, -1.9622], [-2.1805, 1.0952, -0.7402], [-3.1024, -0.4079, -0.2309], [-0.1826, -0.4745, 2.3476], [-1.9249, -0.3658, 1.7765], [1.3305, 0.3889, -1.5398], [2.7878, 0.5079, -0.4251], [0.6325, -2.3159, -0.7069]]}



Stability check: which of them is most stable? P.



P:
{"formula": "C2H8NO2", "method": "ωB97M-V/def2-TZVPD", "lumo_energy_ev": [-5.24, -3.80], "charge": 1, "elements": ["C", "C", "N", "O", "O", "H", "H", "H", "H", "H", "H", "H", "H"], "positions_angstrom": [[-2.1599, -0.3633, 0.2959], [0.7708, -0.2421, -0.1805], [1.2618, 0.8475, 0.7822], [1.1910, 0.2469, -1.4349], [1.2726, -1.4980, 0.2021], [-1.9345, -1.2384, 1.0193], [-2.1118, 0.6716, 0.4036], [-2.6283, -0.6496, -0.6700], [2.2921, 0.9926, 0.5546], [1.5254, 0.5763, 1.8335], [0.8187, 1.7561, 0.5571], [0.8846, -0.3975, -2.1360], [1.9933, -1.9187, -0.3783]]}



Q:
{"formula": "C2H8NO2", "method": "ωB97M-V/def2-TZVPD", "lumo_energy_ev": -4.69, "charge": 1, "elements": ["C", "C", "N", "O", "O", "H", "H", "H", "H", "H", "H", "H", "H"], "positions_angstrom": [[-0.3305, 0.4108, 0.7958], [-0.8297, -0.0930, -0.4913], [-1.0105, 0.7408, 1.8365], [1.4757, -1.0962, -1.9622], [1.8719, -0.4300, -0.7944], [0.7356, 0.5491, 1.0521], [-1.8161, -0.2404, -0.5708], [-0.5119, -1.0664, -0.5506], [-0.3357, 0.3735, -1.2346], [2.7970, -0.3241, -0.6528], [-0.6789, 0.9160, 2.7651], [-2.0164, 0.7753, 1.7565], [1.5040, -0.3886, -2.5917]]}



Stability check: which of them is most stable? Q.



P:
{"formula": "C14H39NO6", "method": "ωB97M-V/def2-TZVPD", "lumo_energy_ev": 0.37, "elements": ["C", "C", "C", "C", "C", "C", "N", "O", "C", "C", "C", "H", "H", "H", "H", "H", "H", "H", "H", "H", "H", "H", "H", "H", "H", "H", "H", "H", "H", "H", "C", "O", "H", "H", "H", "H", "C", "O", "H", "H", "H", "H", "C", "O", "H", "H", "H", "H", "C", "O", "H", "H", "H", "H", "C", "O", "H", "H", "H", "H"], "positions_angstrom": [[-20.4319, -13.6256, 0.8940], [-21.0268, -15.0681, 0.5398], [-22.5428, -14.8704, 0.8502], [-23.3457, -15.9460, 0.2118], [-23.0793, -16.1807, -1.2703], [-21.5848, -16.4694, -1.5904], [-20.7830, -15.3976, -0.8924], [-19.4865, -15.2386, -1.2757], [-21.2212, -17.9127, -1.0631], [-21.4728, -16.4177, -3.1190], [-20.4087, -15.9123, 1.6091], [-20.8569, -12.9110, 0.1890], [-19.3581, -13.4424, 0.8558], [-20.7775, -13.2756, 1.8667], [-22.7734, -14.9026, 1.9150], [-22.8212, -13.8843, 0.4784], [-24.4172, -15.7473, 0.1857], [-23.0065, -16.8701, 0.6798], [-23.4574, -15.3926, -1.9214], [-23.6434, -17.0816, -1.5118], [-20.1375, -17.9835, -1.1561], [-21.5982, -18.2716, -0.1054], [-21.6040, -18.6650, -1.7528], [-21.8950, -17.2471, -3.6864], [-21.9228, -15.4890, -3.4699], [-20.4316, -16.4615, -3.4386], [-19.3257, -15.8015, 1.5548], [-20.5335, -16.9748, 1.4002], [-20.9004, -15.6886, 2.5558], [-18.8686, -15.6639, -0.6767], [-18.3789, -12.6886, 6.3321], [-17.8671, -13.8135, 5.6288], [-17.7624, -11.7963, 6.2233], [-19.3807, -12.3330, 6.0915], [-18.3301, -13.0202, 7.3693], [-17.6859, -13.5700, 4.7180], [-14.5268, -13.8110, 6.1676], [-15.4737, -14.0528, 7.1930], [-14.6235, -14.5418, 5.3647], [-14.8081, -12.8381, 5.7645], [-13.4663, -13.8253, 6.4190], [-16.3344, -13.9703, 6.7759], [-13.5210, -13.3752, -0.4415], [-13.6119, -14.8242, -0.1435], [-12.6163, -12.9283, -0.0293], [-13.4430, -13.3615, -1.5286], [-14.4147, -12.8545, -0.0977], [-14.1028, -15.2887, -0.8254], [-19.5925, -9.8568, 2.8978], [-19.7023, -10.8795, 1.9352], [-19.3464, -8.9339, 2.3726], [-20.5937, -9.8369, 3.3283], [-18.9459, -10.1843, 3.7119], [-20.5469, -10.7944, 1.4868], [-16.1818, -11.8648, 2.5561], [-17.4242, -12.0933, 3.2790], [-16.0164, -10.7989, 2.7123], [-15.2313, -12.2906, 2.8775], [-16.3594, -11.9818, 1.4870], [-18.1761, -11.9131, 2.7101]]}



Q:
{"formula": "C14H39NO6", "method": "ωB97M-V/def2-TZVPD", "lumo_energy_ev": 0.34, "elements": ["C", "O", "H", "H", "H", "H", "C", "O", "H", "H", "H", "H", "C", "O", "H", "H", "H", "H", "C", "O", "H", "H", "H", "H", "C", "O", "H", "H", "H", "H", "C", "C", "C", "C", "C", "C", "N", "O", "C", "C", "C", "H", "H", "H", "H", "H", "H", "H", "H", "H", "H", "H", "H", "H", "H", "H", "H", "H", "H", "H"], "positions_angstrom": [[2.4143, -0.4484, 2.3353], [3.1818, -0.3016, 1.1458], [1.8483, -1.3836, 2.2126], [3.0723, -0.7394, 3.1648], [1.7852, 0.3987, 2.5707], [3.7726, -1.0486, 1.0318], [1.6064, 1.1878, -4.8366], [1.7048, 2.0567, -3.7356], [0.6694, 0.6058, -4.8193], [1.5463, 1.7489, -5.7724], [2.3699, 0.4164, -4.9882], [2.1312, 1.5282, -3.0378], [5.5699, 2.1548, 0.9930], [5.8221, 3.5430, 0.9060], [5.2320, 1.8662, 1.9906], [4.9369, 1.7637, 0.1921], [6.5039, 1.6049, 0.8477], [5.0567, 4.0663, 1.1640], [1.4238, -0.0228, -1.4544], [2.7551, 0.5161, -1.5360], [1.3035, -0.8028, -0.6947], [0.7400, 0.7829, -1.1921], [1.2327, -0.5694, -2.3772], [3.1148, 0.4044, -0.6382], [4.9991, 3.1096, -2.6034], [4.3102, 3.7788, -1.5509], [4.3076, 3.1571, -3.4438], [5.9771, 3.5627, -2.7664], [5.1000, 2.0368, -2.3962], [4.7779, 3.6465, -0.7097], [-1.3261, 0.1849, 1.9818], [-2.1912, -1.0130, 1.5341], [-2.9145, -1.4161, 2.8253], [-4.0716, -2.3927, 2.5552], [-5.0142, -1.8634, 1.4667], [-4.3461, -1.2658, 0.2055], [-3.1176, -0.5778, 0.5096], [-2.4660, -0.0021, -0.5859], [-4.1236, -2.4560, -0.8000], [-5.3637, -0.2902, -0.3674], [-1.2571, -2.1303, 1.0634], [-0.6994, 0.6169, 1.1997], [-0.7596, -0.0770, 2.8772], [-1.9425, 1.0169, 2.3403], [-2.1774, -1.9565, 3.4259], [-3.2512, -0.5820, 3.4416], [-4.6525, -2.5546, 3.4657], [-3.6501, -3.3707, 2.3131], [-5.7675, -1.1958, 1.8846], [-5.5808, -2.7300, 1.1145], [-3.3037, -2.2873, -1.5004], [-3.8868, -3.4019, -0.3131], [-5.0480, -2.5097, -1.3761], [-5.6359, 0.4943, 0.3353], [-4.9340, 0.1877, -1.2546], [-6.2441, -0.8279, -0.7209], [-0.8757, -1.7985, 0.0953], [-1.7662, -3.0890, 0.9594], [-0.4174, -2.2798, 1.7438], [-2.4814, 0.9481, -0.4209]]}



Stability check: which of them is most stable? Q.



P:
{"formula": "C2H7N4", "method": "ωB97M-V/def2-TZVPD", "lumo_energy_ev": -4.66, "charge": 1, "elements": ["C", "C", "N", "N", "N", "N", "H", "H", "H", "H", "H", "H", "H"], "positions_angstrom": [[-1.0706, -0.7784, 0.7853], [0.8094, 0.5758, -0.7942], [-0.2131, -0.1849, 1.5187], [1.0259, -0.0108, 1.2899], [2.0388, 0.1562, 1.9266], [-0.4167, 0.4781, -1.2797], [-0.9930, -1.8137, 0.5258], [-1.9640, -0.2635, 0.7294], [1.1656, 1.5232, -0.4103], [1.5844, -0.2108, -1.1700], [2.0514, -0.2267, 2.8751], [-0.7335, -0.4441, -1.5782], [-0.9449, 1.3393, -1.2440]]}



Q:
{"formula": "C2H7N4", "method": "ωB97M-V/def2-TZVPD", "lumo_energy_ev": [-6.37, -6.37], "charge": 1, "elements": ["C", "C", "N", "N", "N", "N", "H", "H", "H", "H", "H", "H", "H"], "positions_angstrom": [[1.0947, -1.0147, -0.1636], [-2.0130, 0.9083, 0.0216], [2.1586, 1.2423, 0.0933], [2.1747, 0.1040, -0.0567], [-0.1936, -0.4629, 0.2141], [-0.8523, 0.3482, -0.5463], [0.9777, -1.3315, -1.2415], [1.5044, -1.8326, 0.4795], [-2.4293, 0.3817, 0.9803], [-2.9008, 0.8200, -0.6241], [-2.0126, 1.9288, -0.1259], [3.0959, -0.5961, -0.1216], [-0.6043, -0.4954, 1.0909]]}



Stability check: which of them is most stable? P.